Record 1
DFT (ωB97M-V/def2-TZVPD) results for a structure of composition C25H31BBrF3N3O5PRuS in a non-equilibrium geometry.

Electronic energy (eV): -142710.5961
2S+1: 6
HOMO (alpha / beta) (eV): -8.311 / -11.099
Max |F| (hartree/bohr): 0.03173
Net charge: +1
Orbital gap (alpha / beta) (eV): 5.89 / 7.59
ΔE to the lowest compared entry with this formula, charge and spin (kcal per mole): 41.00
Molar mass (g/mol): 765.360

The geometry in XYZ format:
```
72
Properties=species:S:1:pos:R:3:lowdin_spin:R:1
Ru 1.7994 1.5643 -1.6440 3.316
C 6.5771 -1.1835 -3.8305 0.000
C 5.5534 -1.0157 -2.7457 0.002
C 5.7004 -1.6282 -1.5044 0.005
C 4.7442 -1.4627 -0.5106 0.001
C 3.6710 -0.6673 -0.8299 0.014
Br 2.2356 -0.3085 0.4020 0.056
N 3.5023 -0.0597 -1.9882 0.059
C 4.4229 -0.2285 -2.9344 0.010
H 7.1724 -2.0788 -3.6664 0.000
H 7.2514 -0.3251 -3.8454 0.000
H 6.1084 -1.2479 -4.8116 0.000
H 6.5684 -2.2462 -1.3072 0.000
H 4.8292 -1.9302 0.4602 0.001
H 4.2319 0.2878 -3.8679 0.001
F -0.9101 3.9511 -4.8872 0.001
C -0.2338 2.8262 -5.1475 0.003
F -1.0894 1.9712 -5.7403 0.001
F 0.7436 3.1041 -6.0004 0.001
C 0.3198 2.1923 -3.8462 0.013
O 1.1318 1.2696 -3.9399 0.067
O -0.1050 2.6812 -2.7624 0.049
C -4.6663 -3.1089 4.1469 0.000
C -3.3313 -3.8645 4.0247 0.000
C -3.6335 -5.3625 3.9438 0.000
C -2.4824 -3.6097 5.2768 0.000
C -2.6223 -3.3476 2.7708 0.000
C -2.4489 -4.1378 1.6330 0.000
C -1.9460 -3.6416 0.4303 0.000
C -1.6131 -2.3120 0.4066 0.000
O -1.2086 -1.5179 -0.6612 0.000
B -1.1264 -0.2612 -0.1371 0.002
O -1.3873 -0.2150 1.2124 0.000
C -1.7332 -1.5232 1.5401 0.000
C -2.2298 -2.0031 2.7251 0.000
H -5.2366 -3.4865 4.9985 0.000
H -5.2683 -3.2423 3.2456 0.000
H -4.5070 -2.0388 4.2934 0.000
H -4.1116 -5.6848 4.8696 0.000
H -2.7193 -5.9466 3.8178 0.000
H -4.3143 -5.5892 3.1210 0.000
H -3.0332 -3.9305 6.1627 0.000
H -2.2376 -2.5533 5.3996 0.000
H -1.5494 -4.1755 5.2325 0.000
H -2.7302 -5.1805 1.6546 0.000
H -1.8537 -4.2701 -0.4454 0.000
H -2.3300 -1.3478 3.5808 0.000
S 3.1741 3.3998 -2.5093 0.279
C 2.7726 3.8585 -0.8624 0.120
N 3.3754 3.0369 0.1250 0.213
C 3.2961 3.4732 1.4684 0.260
C 2.4953 4.5269 1.7752 0.050
C 1.8241 5.2038 0.7499 0.334
N 2.0065 4.8499 -0.5697 0.076
H 4.2507 2.6294 -0.1665 0.011
H 3.8803 2.9160 2.1855 0.015
H 2.4041 4.8502 2.8031 -0.005
H 1.2016 6.0685 0.9298 0.020
C -1.4065 3.6028 -0.4579 0.002
P -2.0182 2.0432 -1.1006 0.001
C -3.3791 1.6875 0.0416 0.001
C -2.8536 1.8413 -2.6845 0.000
O -0.9024 0.8884 -0.9031 0.017
H -2.2446 4.3027 -0.4390 0.000
H -0.5890 4.0203 -1.0356 0.000
H -1.0830 3.3986 0.5648 0.002
H -4.1563 2.4301 -0.1568 0.000
H -3.0738 1.7615 1.0821 0.000
H -3.7936 0.6928 -0.1322 0.000
H -3.7815 1.2980 -2.5142 0.000
H -2.2296 1.2852 -3.3757 0.000
H -3.0742 2.8198 -3.1127 0.000
```

=====

Record 2
DFT (ωB97M-V/def2-TZVPD) results for a cluster of 2 separate species, C2H9N3O2 in total in a non-equilibrium geometry.

Electronic energy (eV): -10783.0251
HOMO (eV): -8.098
Max |F| (hartree/bohr): 0.08702
Net charge: 0
Orbital gap (eV): 8.75
SMILES: N/N=C(\N)O.CO
ΔE to the lowest compared entry with this formula, charge and spin (kcal per mole): 69.58
Molar mass (g/mol): 107.113

The geometry in XYZ format:
```
16
Properties=species:S:1:pos:R:3:mulliken_charge:R:1
N -0.1427 -1.4083 -1.1930 -0.404
N -0.4154 -0.9908 0.0416 -0.421
C -1.3310 -0.0430 0.1361 0.614
N -2.3094 0.2322 -0.7795 -0.643
O -1.7304 0.2633 1.3887 -0.508
H -0.7825 -1.0807 -1.9182 0.238
H 0.0247 -2.4114 -1.2447 0.237
H -3.0074 0.8610 -0.3994 0.282
H -2.7717 -0.5960 -1.1310 0.248
H -0.9531 0.1437 1.9635 0.397
C 2.6207 0.8956 0.5299 -0.602
O 1.2898 0.9038 0.9817 -0.537
H 2.8514 -0.0240 -0.0206 0.261
H 3.2839 0.9301 1.4018 0.209
H 2.8411 1.7830 -0.0731 0.242
H 0.5320 0.5415 0.3161 0.388
```

=====

Record 3
DFT (ωB97M-V/def2-TZVPD) results for a structure of composition C4H8O3Sn in a non-equilibrium geometry.

Electronic energy (eV): -16231.8637
HOMO (eV): -19.658
Max |F| (hartree/bohr): 0.13483
Net charge: +2
Orbital gap (eV): 8.81
ΔE to the lowest compared entry with this formula, charge and spin (kcal per mole): 1.63
Molar mass (g/mol): 222.816

The geometry in XYZ format:
```
16
Properties=species:S:1:pos:R:3:mulliken_charge:R:1
H -0.7246 -1.8908 1.0867 0.329
C 0.6999 -1.4133 -0.4736 -0.202
H -0.0176 -1.2549 -1.2855 0.362
H 1.6436 -1.7785 -0.8883 0.300
C 0.1639 -2.3200 0.6072 -1.096
H 0.9281 -2.5124 1.3707 0.342
H -0.1186 -3.2738 0.1422 0.375
O 1.0653 -0.1086 0.0735 -0.367
C 0.4384 0.9781 -0.2687 1.080
O 1.1199 2.0119 -0.3763 -0.466
Sn 2.8952 1.9696 -0.0355 1.260
O -0.8313 0.9097 -0.4344 -0.237
C -1.6610 1.9888 0.0385 -0.640
H -1.3496 2.2671 1.0502 0.358
H -1.5752 2.8393 -0.6453 0.330
H -2.6763 1.5875 0.0386 0.272
```